Formula: C27H45AsLaN4O2S
Source: OMol25
Level of theory: ωB97M-V/def2-TZVPD

Positions of all 81 atoms, in Å:
La: -0.88 -0.27 -1.28
C: 1.67 2.69 -0.40
As: -0.02 3.11 -1.24
C: 0.36 4.50 -2.54
C: -1.21 3.84 0.08
O: -0.63 1.80 -2.07
H: 2.22 3.61 -0.22
H: 2.24 2.04 -1.06
H: 1.50 2.19 0.56
H: 0.93 5.29 -2.06
H: -0.57 4.90 -2.93
H: 0.93 4.06 -3.35
H: -0.74 4.71 0.53
H: -1.43 3.09 0.84
H: -2.14 4.13 -0.41
C: -3.70 1.27 4.90
C: -3.46 1.21 3.41
C: -4.34 1.80 2.52
C: -4.10 1.72 1.15
C: -5.07 2.32 0.17
C: -2.97 1.06 0.71
C: -2.04 0.43 1.58
C: -2.33 0.55 2.95
N: -0.93 -0.16 0.99
C: -0.05 -1.07 1.77
C: 0.84 -0.29 2.75
C: 1.80 -1.23 3.48
C: 2.73 -1.89 2.46
C: 1.89 -2.69 1.47
C: 1.12 -3.78 2.21
C: 0.17 -3.12 3.22
C: 0.99 -2.30 4.22
C: -0.81 -2.21 2.47
C: 0.90 -1.76 0.76
H: -4.60 1.83 5.14
H: -2.85 1.73 5.40
H: -3.81 0.26 5.31
H: -5.23 2.31 2.88
H: -5.66 3.11 0.63
H: -5.75 1.56 -0.21
H: -4.55 2.74 -0.70
H: -2.82 1.01 -0.37
H: -1.68 0.12 3.70
H: 0.25 0.27 3.47
H: 1.42 0.45 2.17
H: 2.39 -0.66 4.20
H: 3.44 -2.55 2.96
H: 3.30 -1.12 1.93
H: 2.54 -3.15 0.72
H: 1.81 -4.44 2.73
H: 0.54 -4.39 1.51
H: -0.39 -3.89 3.75
H: 1.66 -2.96 4.78
H: 0.32 -1.82 4.94
H: -1.55 -1.83 3.17
H: -1.36 -2.78 1.71
H: 0.31 -2.36 0.05
H: 1.46 -1.00 0.21
S: -5.25 -0.60 -3.11
C: -3.72 -0.82 -2.78
N: -2.57 -1.00 -2.55
C: 4.30 -0.59 -4.22
N: 3.34 -0.80 -3.15
C: 3.94 -1.00 -1.83
C: 2.00 -0.83 -3.29
O: 1.26 -0.72 -2.26
N: 1.44 -0.93 -4.51
C: 1.99 -1.72 -5.61
C: 0.00 -0.66 -4.64
H: 5.09 0.07 -3.86
H: 3.83 -0.11 -5.08
H: 4.77 -1.53 -4.54
H: 4.34 -2.01 -1.74
H: 3.19 -0.85 -1.06
H: 4.75 -0.29 -1.69
H: 2.82 -2.33 -5.27
H: 2.30 -1.10 -6.45
H: 1.21 -2.40 -5.96
H: -0.29 0.19 -4.02
H: -0.59 -1.54 -4.39
H: -0.19 -0.40 -5.68

Output
Energy above the lowest of the compared OMol25 structures with the same formula, charge and spin = 41.9 kJ/mol
Net charge = +1
HOMO-LUMO gap = 7.276 eV

Formula: C14H38FN4O4
Source: OMol25
Level of theory: ωB97M-V/def2-TZVPD

Positions of all 61 atoms, in Å:
C: 3.85 -1.56 1.97
C: 3.32 -1.84 0.61
C: 1.82 -1.47 0.05
N: 0.99 -0.60 0.96
C: -0.36 -1.17 1.43
C: -1.65 -0.36 0.78
F: -2.81 -1.27 0.45
C: 1.37 0.69 1.35
N: 0.51 1.58 2.26
N: 2.69 1.34 0.88
N: 2.62 1.72 -0.45
H: 3.43 -1.95 2.99
H: 4.86 -0.92 2.02
H: 4.03 -2.43 -0.14
H: 1.86 -0.91 -1.00
H: 1.28 -2.51 -0.19
H: -0.47 -2.32 1.12
H: -0.42 -1.17 2.62
H: -2.05 0.35 1.65
H: -1.37 0.34 -0.12
H: 0.54 2.56 1.84
H: 1.06 1.69 3.16
H: 2.83 2.21 1.47
H: 3.13 2.63 -0.53
H: 3.25 1.02 -0.95
C: -2.43 -0.98 -4.00
C: -2.79 0.33 -3.33
O: -3.69 0.09 -2.25
H: -3.33 -1.48 -4.38
H: -1.74 -0.81 -4.84
H: -1.96 -1.66 -3.29
H: -3.28 1.00 -4.04
H: -1.90 0.83 -2.94
H: -3.24 -0.50 -1.62
C: -6.07 3.04 -5.44
C: -4.81 3.78 -5.03
O: -4.86 4.09 -3.65
H: -6.96 3.63 -5.23
H: -6.05 2.80 -6.51
H: -6.16 2.10 -4.87
H: -4.73 4.73 -5.59
H: -3.92 3.19 -5.23
H: -4.92 3.24 -3.17
C: -3.58 -3.83 2.40
C: -2.80 -4.30 3.61
O: -1.44 -3.88 3.49
H: -3.15 -4.23 1.48
H: -4.63 -4.14 2.47
H: -3.55 -2.74 2.32
H: -2.82 -5.39 3.68
H: -3.21 -3.89 4.53
H: -1.44 -2.91 3.44
C: 7.86 1.59 2.02
C: 6.80 1.62 3.10
O: 6.08 0.40 3.11
H: 7.41 1.43 1.04
H: 8.42 2.53 2.00
H: 8.56 0.77 2.19
H: 6.09 2.43 2.92
H: 7.25 1.77 4.09
H: 6.72 -0.31 3.28

Output
Net charge = +1
HOMO-LUMO gap = 6.960 eV

Formula: C4H3N3
Source: OMol25
Level of theory: ωB97M-V/def2-TZVPD

Positions of all 10 atoms, in Å:
N: 3.15 -0.59 0.36
C: 2.01 -0.44 0.22
C: 0.59 -0.27 0.09
N: -0.46 -1.15 0.21
C: -1.70 -0.57 -0.03
C: -1.35 0.73 -0.32
N: 0.01 0.89 -0.28
H: -0.74 -1.86 0.86
H: -2.01 1.55 -0.54
H: 0.51 1.72 -0.57

Output
Energy above the lowest of the compared OMol25 structures with the same formula, charge and spin = 259.1 kJ/mol
HOMO-LUMO gap = 8.440 eV

Formula: C19H24BF4GeO5RuS
Source: OMol25
Level of theory: ωB97M-V/def2-TZVPD

Positions of all 56 atoms, in Å:
Ru: -0.24 -1.10 0.25
C: -4.33 -1.65 -1.63
C: -2.90 -1.13 -1.70
O: -2.37 -0.90 -0.58
C: -2.28 -0.91 -2.96
C: -3.00 -0.94 -4.18
C: -2.41 -0.65 -5.39
C: -1.06 -0.31 -5.44
C: -0.31 -0.30 -4.28
C: -0.85 -0.63 -3.02
O: -0.07 -0.69 -2.02
H: -4.54 -1.88 -0.59
H: -4.43 -2.56 -2.23
H: -5.05 -0.91 -2.00
H: -4.06 -1.17 -4.15
H: -3.00 -0.68 -6.30
H: -0.60 -0.07 -6.39
H: 0.74 -0.05 -4.31
F: -2.06 -1.18 2.14
B: -1.90 -2.50 2.54
F: -3.09 -3.20 2.47
F: -1.44 -2.54 3.84
F: -0.94 -3.08 1.66
C: -0.76 5.56 -0.80
C: -0.03 4.25 -0.72
C: -0.67 3.09 -0.29
C: 0.00 1.90 -0.16
C: 1.37 1.83 -0.48
C: 2.02 2.99 -0.95
C: 1.33 4.17 -1.07
S: 2.38 0.55 0.18
O: 3.76 0.99 0.13
O: 1.91 0.62 1.70
O: 2.20 -0.80 -0.32
H: -1.78 5.45 -0.44
H: -0.79 5.92 -1.83
H: -0.26 6.32 -0.20
H: -1.73 3.13 -0.05
H: -0.52 1.01 0.22
H: 3.07 2.92 -1.18
H: 1.85 5.06 -1.41
C: 2.54 -0.61 4.89
Ge: 2.14 -1.61 3.16
C: 3.92 -1.76 2.27
C: 1.67 -3.49 3.65
C: 0.96 -0.42 2.12
H: 3.34 -1.09 5.45
H: 1.66 -0.55 5.52
H: 2.85 0.40 4.65
H: 4.72 -1.87 2.99
H: 4.11 -0.87 1.67
H: 3.93 -2.62 1.60
H: 2.24 -3.80 4.52
H: 1.91 -4.14 2.82
H: 0.62 -3.59 3.88
H: 0.24 0.10 2.77

Output
Multiplicity = 2
⟨S²⟩ = 0.848
Energy above the lowest of the compared OMol25 structures with the same formula, charge and spin = 429.1 kJ/mol
Net charge = -2
HOMO-LUMO gap (spin up / spin down) = 4.577 / 4.080 eV

Formula: C6H11ClN3O
Source: OMol25
Level of theory: ωB97M-V/def2-TZVPD

Positions of all 22 atoms, in Å:
C: -1.59 0.58 1.91
C: -0.71 1.11 0.76
O: 0.06 -0.02 0.27
C: 1.34 -0.05 0.70
C: 2.04 -1.23 0.76
Cl: 3.62 -1.13 1.42
N: 1.58 -2.36 0.24
C: 0.60 -2.57 -0.55
N: 0.02 -1.71 -1.55
C: 0.59 -0.59 -1.99
N: 1.91 -0.40 -2.01
H: -1.05 -0.08 2.50
H: -1.93 1.39 2.48
H: -2.48 0.02 1.38
H: 0.16 1.83 1.10
H: -1.48 1.41 -0.02
H: 1.73 0.90 1.09
H: 0.23 -3.59 -0.52
H: -0.99 -1.61 -1.52
H: 0.12 0.10 -2.58
H: 2.57 -1.12 -1.66
H: 2.22 0.57 -2.14

Output
SMILES string = CCO/C=C(Cl)\N=C/NC=[NH2+]
Energy above the lowest of the compared OMol25 structures with the same formula, charge and spin = 199.7 kJ/mol
Net charge = +1
HOMO-LUMO gap (spin up / spin down) = 8.188 / 8.187 eV

Formula: C19H47BLi2NO6
Source: OMol25
Level of theory: ωB97M-V/def2-TZVPD

Positions of all 76 atoms, in Å:
Li: 0.05 -1.25 -1.83
Li: -1.74 0.79 -1.86
C: -2.89 -1.44 6.26
O: -2.15 -1.39 5.06
C: -2.41 -2.37 4.11
C: -1.65 -2.03 2.84
N: -2.01 -0.59 2.46
H: -2.03 0.00 3.27
H: -1.21 -0.25 1.95
C: -3.20 -0.40 1.58
C: -4.06 0.71 2.19
O: -4.27 0.27 3.51
C: -4.86 1.20 4.40
H: -3.98 -1.44 6.15
H: -2.62 -0.73 7.05
H: -2.69 -2.41 6.71
H: -3.45 -2.29 3.81
H: -2.17 -3.39 4.41
H: -1.87 -2.72 2.03
H: -0.59 -2.15 3.06
H: -3.79 -1.32 1.55
H: -2.85 -0.47 0.55
H: -4.92 1.04 1.60
H: -3.47 1.63 2.25
H: -5.89 1.45 4.12
H: -4.29 2.13 4.41
H: -4.81 0.84 5.43
C: 0.54 1.05 0.30
O: -0.31 0.16 -0.39
H: 0.10 1.37 1.25
H: 1.47 0.50 0.47
H: 0.69 2.02 -0.19
B: -1.56 -0.95 -3.14
H: -1.05 -1.90 -3.16
H: -2.32 -0.90 -3.90
H: -1.98 -0.94 -2.15
H: -0.83 -0.17 -3.21
C: 4.49 -2.60 2.73
C: 5.40 -3.04 1.68
C: 5.05 -2.35 0.43
O: 4.57 -1.08 0.97
C: 3.68 -1.51 2.04
H: 5.02 -2.16 3.57
H: 3.72 -3.23 3.17
H: 5.55 -4.09 1.40
H: 6.39 -2.67 1.94
H: 4.29 -2.85 -0.17
H: 5.90 -2.12 -0.21
H: 2.73 -1.88 1.65
H: 3.38 -0.65 2.64
C: 4.07 0.40 -2.90
C: 2.89 1.24 -3.40
C: 2.05 0.09 -3.90
O: 1.98 -0.77 -2.77
C: 3.30 -0.85 -2.29
H: 4.73 0.80 -2.13
H: 4.68 0.17 -3.78
H: 3.26 1.90 -4.19
H: 2.44 1.82 -2.59
H: 2.36 -0.35 -4.85
H: 1.10 0.59 -4.10
H: 3.77 -1.82 -2.46
H: 3.23 -0.82 -1.21
C: -0.47 4.21 -4.23
C: -1.50 3.64 -5.10
C: -1.65 2.21 -4.47
O: -1.47 2.31 -3.07
C: -0.97 3.67 -2.85
H: -0.48 5.28 -4.48
H: 0.52 3.79 -4.39
H: -1.20 3.60 -6.15
H: -2.42 4.21 -5.15
H: -0.92 1.50 -4.88
H: -2.62 1.77 -4.71
H: -0.07 3.62 -2.23
H: -1.71 4.39 -2.50

Output
Multiplicity = 2
⟨S²⟩ = 0.751
HOMO-LUMO gap (spin up / spin down) = 2.139 / 8.450 eV

Formula: C32H23MoN3O2
Source: OMol25
Level of theory: ωB97M-V/def2-TZVPD

Positions of all 61 atoms, in Å:
Mo: -1.17 -0.73 -0.78
C: -2.76 1.03 -2.89
O: -1.88 1.96 -2.30
C: -2.25 2.69 -1.19
C: -3.06 3.80 -1.28
C: -3.22 4.62 -0.17
C: -2.53 4.36 1.01
C: -1.72 3.24 1.13
C: -1.62 2.37 0.04
N: -1.03 1.13 -0.02
N: -0.24 0.24 0.53
C: 0.89 -0.08 1.31
C: 1.79 -1.01 0.80
O: 1.57 -1.67 -0.42
C: 2.99 -1.30 1.44
C: 3.27 -0.70 2.64
C: 2.34 0.18 3.26
C: 2.59 0.74 4.53
C: 1.66 1.52 5.14
C: 0.42 1.77 4.52
C: 0.16 1.26 3.28
C: 1.12 0.48 2.61
H: -2.62 1.06 -3.97
H: -2.49 -0.03 -2.61
H: -3.80 1.19 -2.63
H: -3.52 4.05 -2.23
H: -3.85 5.49 -0.24
H: -2.63 5.03 1.85
H: -1.19 3.06 2.05
H: 3.69 -1.99 0.98
H: 4.20 -0.91 3.15
H: 3.53 0.51 5.02
H: 1.86 1.94 6.12
H: -0.33 2.35 5.03
H: -0.81 1.40 2.83
C: -2.36 -2.34 2.18
C: -1.16 -2.82 2.70
C: -0.07 -3.08 1.87
C: -0.20 -2.97 0.50
C: -1.46 -2.61 -0.08
C: -2.50 -2.23 0.79
C: 0.90 -2.82 -0.47
C: 1.16 -3.61 -1.55
C: 1.81 -3.14 -2.70
C: 1.79 -1.83 -3.26
C: 2.43 -1.73 -4.54
C: 2.30 -0.64 -5.34
C: 1.53 0.46 -4.91
C: 0.93 0.45 -3.69
C: 1.05 -0.67 -2.81
N: 0.46 -0.49 -1.61
H: -3.16 -2.04 2.84
H: -1.05 -2.92 3.77
H: 0.89 -3.33 2.31
H: -3.33 -1.62 0.40
H: 0.83 -4.64 -1.52
H: 2.24 -3.90 -3.35
H: 3.00 -2.58 -4.88
H: 2.79 -0.61 -6.31
H: 1.43 1.33 -5.55
H: 0.38 1.31 -3.33

Output
Multiplicity = 3
⟨S²⟩ = 2.075
Energy above the lowest of the compared OMol25 structures with the same formula, charge and spin = 0.0 kJ/mol
Net charge = +2
HOMO-LUMO gap (spin up / spin down) = 5.318 / 5.891 eV

Formula: C25H20F3GeO7S5Ti
Source: OMol25
Level of theory: ωB97M-V/def2-TZVPD

Positions of all 62 atoms, in Å:
Ti: -0.41 -1.42 0.11
C: -1.22 2.48 5.63
O: -0.47 1.30 5.91
C: -0.16 0.49 4.86
C: 0.18 -0.76 5.41
C: 0.62 -1.75 4.57
C: 0.65 -1.48 3.17
C: 1.15 -2.49 2.24
C: 1.99 -3.62 2.81
O: 1.09 -2.38 0.94
C: 0.13 -0.27 2.69
O: 0.11 0.00 1.32
C: -0.22 0.80 3.52
H: -1.85 2.69 6.52
H: -1.91 2.28 4.78
H: -0.67 3.38 5.30
H: 0.12 -0.91 6.49
H: 1.08 -2.71 4.96
H: 3.03 -3.20 3.16
H: 2.08 -4.36 1.98
H: 1.53 -4.05 3.69
H: -0.53 1.75 3.15
O: -4.88 -2.37 -4.53
C: -3.87 -2.07 -3.93
S: -2.45 -3.17 -3.84
C: -1.54 -2.22 -2.73
C: -2.00 -0.90 -2.60
S: -1.31 0.26 -1.45
S: -3.52 -0.41 -3.31
S: -0.15 -2.81 -1.84
Ge: 0.88 0.47 -2.34
C: 0.28 1.24 -4.04
C: 0.06 2.63 -4.19
C: -0.15 3.23 -5.42
C: -0.20 2.47 -6.59
C: -0.14 1.09 -6.49
C: 0.11 0.49 -5.24
C: 2.08 1.80 -1.47
C: 3.46 1.65 -1.54
C: 4.31 2.63 -0.99
C: 3.80 3.74 -0.31
C: 2.41 3.88 -0.28
C: 1.59 2.98 -0.92
H: 1.61 -0.80 -2.74
H: -0.03 3.31 -3.33
H: -0.21 4.31 -5.42
H: -0.33 2.83 -7.58
H: -0.23 0.45 -7.37
H: 0.13 -0.60 -5.24
H: 3.90 0.76 -2.00
H: 5.38 2.30 -1.03
H: 4.48 4.49 0.13
H: 2.00 4.69 0.29
H: 0.55 3.22 -0.89
F: -2.47 -4.80 1.17
C: -2.57 -4.06 2.26
F: -1.37 -3.92 2.85
F: -3.40 -4.58 3.12
S: -3.12 -2.26 1.84
O: -4.41 -2.34 1.21
O: -2.04 -2.05 0.67
O: -2.92 -1.35 2.94

Output
Multiplicity = 3
⟨S²⟩ = 2.028
Energy above the lowest of the compared OMol25 structures with the same formula, charge and spin = 141.6 kJ/mol
Net charge = -1
HOMO-LUMO gap (spin up / spin down) = 4.228 / 7.096 eV